Record 1
Molecular formula: C26H45ClNPPtS
Method: DFT, ωB97M-V/def2-TZVPD

XYZ file:
```
76
Properties=species:S:1:pos:R:3:lowdin_charge:R:1
Pt 0.54 0.18 2.32 0.79
P 0.21 0.54 0.01 0.96
Cl 1.40 2.33 2.57 -0.03
C -1.82 -0.28 1.68 -0.16
H -2.75 -0.40 0.81 0.10
H -2.13 0.72 2.05 0.05
C 2.03 0.74 -0.41 -0.46
C -0.69 2.17 -0.21 -0.42
C 2.48 0.85 -1.86 -0.21
H 2.24 1.69 0.12 0.06
C 3.96 1.26 -1.93 -0.19
H 2.36 -0.12 -2.38 0.10
H 1.88 1.58 -2.43 0.09
C 4.90 0.39 -1.08 -0.20
H 4.29 1.24 -2.98 0.11
H 4.04 2.30 -1.60 0.12
C 4.34 0.08 0.31 -0.19
H 5.09 -0.56 -1.60 0.11
H 5.87 0.90 -0.99 0.11
C 2.86 -0.35 0.28 -0.24
H 4.94 -0.70 0.80 0.11
H 4.41 0.98 0.95 0.12
H 2.77 -1.30 -0.27 0.11
H 2.51 -0.54 1.33 0.06
C -0.52 -0.54 -1.34 -0.39
C -2.18 1.99 -0.56 -0.22
H -0.59 2.64 0.79 0.06
C -2.92 3.32 -0.46 -0.19
H -2.29 1.61 -1.59 0.10
H -2.68 1.25 0.07 0.06
C -2.28 4.39 -1.36 -0.20
H -3.97 3.15 -0.72 0.11
H -2.89 3.66 0.59 0.12
C -0.75 4.47 -1.26 -0.18
H -2.57 4.17 -2.40 0.11
H -2.72 5.36 -1.12 0.11
C -0.04 3.11 -1.22 -0.21
H -0.36 5.04 -2.11 0.11
H -0.48 5.02 -0.35 0.12
H -0.08 2.66 -2.23 0.10
H 1.02 3.26 -0.98 0.11
C 0.24 -1.85 -1.55 -0.21
H -1.52 -0.76 -0.94 0.09
C -0.53 -2.80 -2.50 -0.18
H 1.23 -1.65 -1.99 0.10
H 0.42 -2.38 -0.61 0.09
C -0.85 -2.16 -3.86 -0.20
H 0.06 -3.72 -2.64 0.11
H -1.47 -3.11 -2.01 0.11
C -1.39 -0.74 -3.73 -0.19
H 0.07 -2.15 -4.47 0.11
H -1.57 -2.78 -4.40 0.11
C -0.64 0.14 -2.71 -0.21
H -1.35 -0.24 -4.71 0.11
H -2.46 -0.78 -3.45 0.12
H 0.35 0.37 -3.11 0.10
H -1.17 1.10 -2.66 0.07
C -0.37 -1.84 2.05 -0.31
C -1.96 -1.95 1.84 -0.28
H 0.05 -2.18 1.07 0.06
C -2.79 -2.69 2.86 -0.15
H -2.28 -1.99 0.76 0.10
C -1.99 -2.91 4.23 -0.18
H -3.63 -1.97 2.91 0.11
H -3.18 -3.72 2.60 0.13
C -0.69 -3.64 3.97 -0.22
H -1.72 -1.95 4.70 0.10
H -2.61 -3.50 4.92 0.11
C 0.30 -2.87 3.05 -0.20
H -0.18 -3.96 4.89 0.11
H -0.90 -4.60 3.49 0.10
H 0.94 -2.24 3.66 0.06
H 0.97 -3.59 2.52 0.12
S 0.35 0.85 6.86 0.67
C 0.37 0.20 5.42 -0.91
N 0.42 -0.19 4.28 -0.16
```

Output
Total energy, a.u.: -2391.1658
Spin multiplicity: 5
<S²>: 6.03
LUMO level (spin up / spin down), eV: 0.52 / -2.89
Net charge: 0
Kohn-Sham gap (spin up / spin down), eV: 5.9 / 5.4

Record 2
Molecular formula: C5H12OS2
Method: DFT, ωB97M-V/def2-TZVPD

XYZ file:
```
20
Properties=species:S:1:pos:R:3:lowdin_charge:R:1
C 1.78 1.82 -0.57 -0.06
C 0.80 1.03 0.31 -0.56
O 1.34 0.63 1.50 -0.08
C 0.18 -0.11 -0.54 -0.51
S 1.66 -1.38 -0.57 0.77
C -1.17 -0.66 0.08 -0.66
C -1.12 -0.74 1.60 -0.15
S -2.66 0.39 -0.52 0.70
H 2.55 2.35 0.08 0.11
H 1.28 2.68 -1.16 0.11
H 2.29 1.25 -1.24 0.00
H -0.06 1.65 0.71 0.15
H 1.71 -0.26 1.37 0.03
H -0.01 0.29 -1.56 0.10
H 1.38 -1.95 -1.75 -0.14
H -1.39 -1.68 -0.42 0.11
H -0.77 0.26 2.05 0.10
H -2.10 -1.02 2.04 0.08
H -0.42 -1.52 1.86 0.07
H -2.07 0.74 -1.67 -0.17
```

Output
Total energy, a.u.: -1069.2744
Structure (SMILES): C[C@H](O)[C@@H](S)[C@@H](C)S
LUMO level, eV: 0.49
Net charge: 0
Kohn-Sham gap, eV: 9.8

Record 3
Molecular formula: C2H3NO2S2
Method: DFT, ωB97M-V/def2-TZVPD

XYZ file:
```
10
Properties=species:S:1:pos:R:3:lowdin_charge:R:1
C -0.63 -1.55 -0.92 -0.07
C 0.24 -0.69 -0.03 -0.78
O 0.63 -0.86 1.06 0.05
S 0.87 0.78 -1.06 0.50
S 1.43 2.41 0.46 0.73
N 0.42 2.69 1.56 -0.64
O -0.45 2.22 2.23 -0.02
H -0.26 -1.53 -1.84 0.00
H -1.60 -0.95 -1.10 0.12
H -0.64 -2.50 -0.35 0.11
```

Output
Total energy, a.u.: -1079.4924
Structure (SMILES): CC(=O)SSN=O
LUMO level (spin up / spin down), eV: -0.85 / -0.85
Net charge: 0
Kohn-Sham gap (spin up / spin down), eV: 8.1 / 8.1

Record 4
Molecular formula: C5H4N2O
Method: DFT, ωB97M-V/def2-TZVPD

XYZ file:
```
12
Properties=species:S:1:pos:R:3:lowdin_charge:R:1
C 2.13 -1.52 -0.41 0.12
C 1.37 -0.80 0.32 -0.14
C 0.66 0.32 0.91 -0.35
C 1.36 1.35 0.15 -0.16
N 1.71 2.16 -0.73 0.16
O -0.85 0.32 0.89 -0.16
N -1.25 -0.05 -0.51 0.02
C -2.54 0.17 -0.47 -0.03
H 2.42 -2.19 -1.36 0.10
H 1.03 0.18 2.01 0.19
H -3.06 0.50 0.56 0.13
H -2.99 -0.44 -1.37 0.11
```

Output
Total energy, a.u.: -377.4043
Structure (SMILES): C#C[C@@H](C#N)ON=C
LUMO level, eV: 0.30
Net charge: 0
Kohn-Sham gap, eV: 10.5